Formula: C67H101Cl3F6O15
Source: the Open Molecules 2025 dataset
Level of theory: ωB97M-V/def2-TZVPD

```
192
Properties=species:S:1:pos:R:3
C -0.810 0.243 3.756
Cl -0.199 -1.206 4.668
Cl 0.316 1.594 3.836
Cl -2.408 0.745 4.346
H -0.983 -0.164 2.794
F 4.371 -4.106 -2.922
C 4.443 -4.654 -1.670
C 3.916 -5.884 -1.506
C 3.999 -6.466 -0.186
C 4.817 -5.826 0.711
C 5.328 -4.561 0.573
C 5.136 -3.929 -0.647
H 3.286 -6.366 -2.212
H 3.580 -7.467 -0.090
H 5.036 -6.338 1.663
H 5.960 -4.069 1.301
H 5.445 -2.877 -0.857
F 0.940 -5.324 1.260
C -0.067 -5.930 0.672
C -0.696 -6.896 1.395
C -1.704 -7.572 0.836
C -2.104 -7.317 -0.451
C -1.322 -6.491 -1.236
C -0.295 -5.744 -0.686
H -0.326 -7.107 2.358
H -2.339 -8.300 1.354
H -2.971 -7.843 -0.888
H -1.555 -6.297 -2.261
H 0.245 -5.170 -1.425
F -1.763 6.150 3.422
C -2.286 6.351 4.622
C -2.740 7.662 4.946
C -3.068 7.941 6.257
C -3.162 6.871 7.172
C -2.762 5.596 6.847
C -2.278 5.268 5.495
H -2.638 8.434 4.194
H -3.332 8.931 6.501
H -3.291 7.151 8.152
H -2.624 4.897 7.607
H -1.838 4.309 5.365
F -5.222 -1.100 -0.098
C -4.582 -2.121 0.440
C -4.038 -2.067 1.713
C -3.370 -3.136 2.246
C -3.088 -4.228 1.432
C -3.595 -4.312 0.122
C -4.336 -3.176 -0.362
H -4.273 -1.196 2.362
H -3.108 -3.058 3.279
H -2.485 -5.024 1.795
H -3.411 -5.206 -0.486
H -4.699 -3.149 -1.369
F -2.773 8.811 1.792
C -3.102 8.228 0.620
C -4.400 7.672 0.589
C -4.582 6.805 -0.519
C -3.707 6.659 -1.557
C -2.497 7.321 -1.480
C -2.147 8.097 -0.369
H -5.102 7.781 1.350
H -5.548 6.257 -0.595
H -4.024 6.019 -2.378
H -1.754 7.226 -2.269
H -1.129 8.564 -0.310
F 2.637 5.318 -1.877
C 1.904 4.950 -0.774
C 2.586 4.559 0.370
C 1.882 4.255 1.522
C 0.470 4.320 1.411
C -0.190 4.543 0.237
C 0.561 4.927 -0.912
H 3.641 4.458 0.250
H 2.387 4.137 2.493
H -0.070 4.026 2.340
H -1.243 4.619 0.238
H 0.137 5.098 -1.914
C 3.537 -0.533 5.660
O 3.645 -1.856 5.304
C 3.501 -1.964 3.878
C 3.526 -3.436 3.508
O 2.375 -4.028 4.139
C 2.698 -5.388 4.588
C 1.587 -5.935 5.522
O 0.270 -6.015 5.011
C -0.402 -4.812 4.912
H 2.579 -0.162 5.228
H 4.376 0.025 5.286
H 3.534 -0.503 6.698
H 4.265 -1.362 3.315
H 2.545 -1.593 3.538
H 4.468 -3.960 3.825
H 3.399 -3.561 2.430
H 3.612 -5.328 5.207
H 2.802 -5.944 3.588
H 1.475 -5.128 6.299
H 1.862 -6.950 5.805
H 0.158 -4.016 4.371
H -0.523 -4.425 5.939
H -1.362 -4.996 4.387
C -0.365 1.913 -3.295
O -1.735 1.731 -3.454
C -2.283 0.535 -3.891
C -3.794 0.500 -3.555
O -4.549 1.361 -4.337
C -4.430 2.735 -3.899
C -5.658 3.520 -4.300
O -5.386 4.867 -3.981
C -6.547 5.615 -3.678
H 0.189 2.062 -4.208
H 0.016 0.945 -2.882
H -0.090 2.721 -2.651
H -1.685 -0.209 -3.352
H -2.127 0.401 -4.914
H -3.922 0.591 -2.511
H -4.023 -0.489 -3.923
H -3.465 3.158 -4.213
H -4.387 2.878 -2.830
H -6.496 3.177 -3.735
H -5.928 3.461 -5.384
H -7.218 5.465 -4.505
H -6.240 6.691 -3.604
H -6.987 5.265 -2.700
C 1.998 -0.974 -5.704
O 1.151 -2.026 -5.293
C 1.716 -2.729 -4.145
C 0.997 -3.952 -3.720
O -0.327 -3.791 -3.293
C -1.195 -3.626 -4.406
C -2.599 -3.652 -3.849
O -3.524 -3.645 -4.873
C -4.669 -4.371 -4.565
H 1.532 -0.448 -6.548
H 3.001 -1.295 -6.050
H 2.093 -0.227 -4.884
H 1.869 -2.041 -3.275
H 2.751 -2.993 -4.429
H 1.632 -4.346 -2.926
H 1.108 -4.720 -4.517
H -1.088 -4.495 -5.046
H -1.056 -2.681 -4.928
H -2.716 -2.934 -3.111
H -2.650 -4.641 -3.370
H -4.526 -5.429 -4.542
H -5.462 -4.216 -5.308
H -5.039 -4.015 -3.592
C -2.668 2.343 1.327
O -2.541 0.924 0.920
C -1.506 0.703 0.004
C -1.277 -0.807 -0.157
O -0.606 -1.221 1.006
C 0.212 -2.331 0.786
C 1.533 -2.066 0.118
O 2.452 -1.269 0.795
C 1.994 0.066 1.029
H -3.471 2.382 2.074
H -3.019 2.959 0.514
H -1.642 2.702 1.747
H -0.622 1.299 0.339
H -1.800 1.155 -0.971
H -0.611 -0.857 -1.038
H -2.183 -1.371 -0.304
H -0.404 -3.064 0.300
H 0.412 -2.723 1.806
H 1.441 -1.704 -0.910
H 2.026 -3.075 0.088
H 2.845 0.744 0.988
H 1.521 0.121 1.972
H 1.256 0.303 0.251
C 4.093 -0.551 -1.952
O 3.038 0.135 -2.600
C 2.850 1.511 -2.337
C 4.069 2.321 -2.423
O 4.802 2.317 -1.200
C 6.162 2.669 -1.382
C 6.737 3.270 -0.175
O 6.265 4.543 0.053
C 7.032 5.365 0.855
H 4.128 -0.377 -0.857
H 5.075 -0.316 -2.432
H 3.943 -1.591 -2.188
H 2.320 1.653 -1.352
H 2.140 1.857 -3.084
H 3.738 3.363 -2.565
H 4.622 1.934 -3.322
H 6.243 3.333 -2.284
H 6.618 1.710 -1.561
H 7.856 3.242 -0.291
H 6.399 2.638 0.646
H 7.998 5.605 0.409
H 7.220 4.927 1.868
H 6.505 6.332 0.836
```

Summary:
maximum force = 4.454 eV Å⁻¹
orbital gap = 9.497 eV
E_tot = -155689.795 eV
HOMO energy = -8.98 eV
M = 1366.877 g/mol
SMILES = COCCOCCOC.COCCOCCOC.COCCOCCOC.COCCOCCOC.COCCOCCOC.ClC(Cl)Cl.Fc1ccccc1.Fc1ccccc1.Fc1ccccc1.Fc1ccccc1.Fc1ccccc1.Fc1ccccc1

Results of the Löwdin charge analysis, in e, for atoms 1 through 5: C -1.45; Cl 0.58; Cl 0.60; Cl 0.56; H -0.04


Formula: C2H3N3
Source: the Open Molecules 2025 dataset
Level of theory: ωB97M-V/def2-TZVPD

```
8
Properties=species:S:1:pos:R:3
C -0.573 0.292 -0.883
C -0.560 -0.337 0.314
H -1.417 0.448 -1.481
H -1.353 -0.913 0.754
H 1.097 -0.575 1.655
N 0.708 -0.288 0.734
N 1.442 0.502 -0.065
N 0.655 0.872 -1.027
```

Summary:
maximum force = 1.999 eV Å⁻¹
orbital gap = 10.884 eV
E_tot = -6591.625 eV
HOMO energy = -10.02 eV
ΔE to the lowest compared entry with this formula, charge and spin = 21.9 kcal/mol
M = 69.067 g/mol
SMILES = c1c[nH]nn1

Results of the natural (NBO) charge analysis, in e, for atoms 1 through 5: C -0.13; C -0.09; H 0.22; H 0.22; H 0.42


Formula: C2H23O12
Source: the Open Molecules 2025 dataset
Level of theory: ωB97M-V/def2-TZVPD

```
37
Properties=species:S:1:pos:R:3
C -18.875 -4.821 -13.547
C -20.260 -4.485 -13.076
O -21.241 -4.786 -13.782
O -20.354 -4.011 -11.960
H -18.055 -4.157 -13.273
H -18.815 -4.793 -14.635
H -18.585 -5.830 -13.254
O -22.267 -6.980 -14.933
H -21.834 -6.180 -14.634
H -23.198 -6.820 -14.783
O -20.062 -6.899 -16.316
H -20.997 -6.701 -16.270
H -19.931 -7.595 -15.672
O -19.103 -1.250 -12.832
H -19.578 -2.080 -12.828
H -19.088 -0.986 -13.752
O -18.682 -8.124 -10.964
H -18.302 -7.658 -10.220
H -18.064 -7.978 -11.680
O -20.674 -5.000 -8.811
H -21.123 -5.495 -9.496
H -19.790 -4.864 -9.152
O -21.291 -1.886 -9.520
H -21.912 -1.894 -10.248
H -20.862 -2.740 -9.561
O -22.503 -2.194 -12.063
H -21.890 -2.913 -11.914
H -22.644 -2.192 -13.010
O -23.872 -5.009 -12.204
H -22.988 -4.933 -12.565
H -23.753 -4.931 -11.258
O -21.071 -2.184 -16.425
H -20.329 -1.879 -16.948
H -20.730 -2.933 -15.938
O -18.235 -4.409 -10.163
H -17.500 -3.823 -10.347
H -18.848 -4.258 -10.882
```

Summary:
maximum force = 3.555 eV Å⁻¹
orbital gap = 9.610 eV
E_tot = -27021.140 eV
HOMO energy = -6.96 eV
ΔE to the lowest compared entry with this formula, charge and spin = 17.2 kcal/mol
M = 239.194 g/mol
net charge = -1

Results of the natural (NBO) charge analysis, in e, for atoms 1 through 5: C -0.75; C 0.78; O -0.81; O -0.79; H 0.21


Formula: C17H22MnN8O5S
Source: the Open Molecules 2025 dataset
Level of theory: ωB97M-V/def2-TZVPD

```
54
Properties=species:S:1:pos:R:3
Mn -0.778 0.290 0.701
N -0.179 0.181 2.700
C 1.110 -0.538 2.910
C 2.264 0.171 2.225
C 2.130 0.188 0.724
O 3.019 -0.062 -0.046
O 0.934 0.580 0.266
H -0.121 1.089 3.156
H -0.905 -0.328 3.198
H 0.988 -1.546 2.516
H 1.306 -0.616 3.979
H 3.207 -0.308 2.480
H 2.325 1.210 2.566
C 0.348 0.056 -4.053
N 0.397 1.216 -3.166
C 1.247 2.300 -3.300
C 1.012 3.126 -2.268
N 0.008 2.539 -1.503
C -0.348 1.361 -2.070
S -1.502 0.240 -1.492
C -0.598 3.140 -0.378
C -0.766 4.516 -0.380
C -1.338 5.123 0.722
C -1.749 4.329 1.782
C -1.571 2.968 1.688
N -0.990 2.362 0.637
H 1.063 0.212 -4.855
H -0.649 -0.052 -4.471
H 0.612 -0.837 -3.490
H 1.948 2.375 -4.112
H 1.485 4.049 -1.987
H -0.478 5.091 -1.247
H -1.480 6.194 0.741
H -2.215 4.751 2.660
H -1.915 2.321 2.483
O -3.020 -0.118 3.270
N -3.389 -0.050 2.157
O -2.704 0.365 1.211
C -2.334 -3.878 0.347
N -0.933 -3.700 -0.050
C -0.237 -4.692 -0.677
C 1.046 -4.526 -1.061
C 1.644 -3.263 -0.777
N 0.952 -2.305 -0.150
C -0.297 -2.516 0.195
O -0.968 -1.617 0.823
N 2.895 -2.971 -1.112
H -2.623 -4.902 0.133
H -2.969 -3.195 -0.212
H -2.443 -3.686 1.411
H -0.778 -5.613 -0.844
H 1.584 -5.320 -1.554
H 3.495 -3.648 -1.551
H 3.258 -2.056 -0.875
```

Summary:
maximum force = 3.415 eV Å⁻¹
spin multiplicity = 2
orbital gap (spin up / spin down) = 5.956 / 5.904 eV
E_tot = -82284.718 eV
HOMO energy (spin up / spin down) = -14.74 / -14.47 eV
ΔE to the lowest compared entry with this formula, charge and spin = 0.3 kcal/mol
M = 505.419 g/mol
net charge = +2

Results of the natural (NBO) charge analysis, in e, for atoms 1 through 5: Mn 1.11; N -0.78; C -0.22; C -0.54; C 0.83


Formula: C4H8O2
Source: the Open Molecules 2025 dataset
Level of theory: ωB97M-V/def2-TZVPD

```
14
Properties=species:S:1:pos:R:3
C -0.743 0.639 -0.622
C -0.886 0.110 0.803
C 0.431 -0.625 1.150
O 1.436 0.079 0.415
C 1.142 0.059 -0.895
O 0.936 -1.064 -1.547
H -1.605 0.391 -1.263
H -0.593 1.717 -0.696
H -0.101 -0.334 -1.397
H -1.732 -0.577 0.901
H -1.043 0.928 1.512
H 0.708 -0.556 2.202
H 0.414 -1.671 0.833
H 1.636 0.903 -1.396
```

Summary:
maximum force = 0.318 eV Å⁻¹
orbital gap = 9.981 eV
E_tot = -8368.982 eV
HOMO energy = -9.04 eV
ΔE to the lowest compared entry with this formula, charge and spin = 99.2 kcal/mol
M = 88.106 g/mol

Results of the natural (NBO) charge analysis, in e, for atoms 1 through 5: C -0.71; C -0.44; C -0.09; O -0.50; C 0.56


Formula: C15H31CuNO3P2
Source: the Open Molecules 2025 dataset
Level of theory: ωB97M-V/def2-TZVPD

```
53
Properties=species:S:1:pos:R:3
P 1.357 -0.807 3.934
P -3.172 -2.855 -2.629
C -0.416 -1.511 -1.235
C -1.626 -1.619 -2.060
H -0.132 -2.435 -0.702
H 0.485 -1.042 -1.621
H -2.374 -0.931 -1.660
H -1.356 -1.481 -3.080
C -2.778 -3.701 -4.205
H -3.596 -4.462 -4.168
H -1.781 -4.118 -4.146
H -2.887 -3.129 -5.109
C -4.201 -1.456 -3.262
H -3.941 -1.100 -4.258
H -4.129 -0.589 -2.604
H -5.221 -1.824 -3.281
C 2.754 -0.549 2.792
H 3.640 -0.637 3.439
H 2.789 0.460 2.347
H 2.736 -1.324 1.984
C 1.135 0.855 4.670
H 0.081 1.124 4.821
H 1.705 1.643 4.176
H 1.635 0.752 5.641
Cu -0.223 0.584 -0.569
C -0.572 2.050 -2.017
C 0.337 1.336 -2.755
C 1.778 1.029 -2.480
C 2.257 1.712 -1.228
C 1.590 1.176 0.043
C 0.615 1.965 0.750
C -0.080 3.210 0.255
C -0.283 3.361 -1.268
C 1.767 -1.759 5.311
H -1.669 1.926 -2.190
H -0.022 0.882 -3.699
H 2.458 1.254 -3.301
H 1.931 -0.057 -2.350
H 3.296 1.462 -1.111
H 2.175 2.799 -1.217
H 2.258 0.425 0.507
H 0.567 1.953 1.868
H 0.617 3.997 0.597
H -1.073 3.411 0.733
H -1.188 3.980 -1.384
H 0.540 3.927 -1.765
H 0.872 -1.886 5.915
H 2.457 -1.088 5.791
H 2.258 -2.671 4.980
O -1.897 -1.650 3.117
N -1.023 -1.004 2.611
O 0.455 -1.632 3.032
O -0.903 0.043 2.043
```

Summary:
maximum force = 5.482 eV Å⁻¹
spin multiplicity = 2
orbital gap (spin up / spin down) = 5.164 / 5.793 eV
E_tot = -86895.269 eV
HOMO energy (spin up / spin down) = -4.98 / -5.62 eV
ΔE to the lowest compared entry with this formula, charge and spin = 109.6 kcal/mol
M = 398.911 g/mol

Results of the natural (NBO) charge analysis, in e, for atoms 1 through 5: P 1.94; P 0.72; C -1.00; C -0.64; H 0.20


Formula: C7H15N2O
Source: the Open Molecules 2025 dataset
Level of theory: ωB97M-V/def2-TZVPD

```
25
Properties=species:S:1:pos:R:3
C 1.175 -2.756 0.148
C 0.528 -2.841 1.511
C 0.650 -0.031 -0.975
C 0.749 -1.341 0.166
C -0.266 3.190 0.762
C -0.798 0.481 -0.906
C -1.572 2.304 0.641
N 0.005 -1.497 1.225
N 0.866 -0.522 -2.272
O -1.122 0.873 0.477
H 2.170 -2.893 0.183
H 0.803 -3.234 -0.753
H -0.236 -3.506 1.568
H 1.254 -2.996 2.351
H 1.365 0.711 -0.757
H 0.176 3.123 -0.325
H -0.508 4.199 1.031
H 0.403 2.909 1.556
H -1.416 -0.359 -1.244
H -0.936 1.302 -1.621
H -1.830 2.721 -0.281
H -2.328 2.581 1.405
H -0.801 -1.027 1.625
H 0.281 -1.365 -2.476
H 1.388 -0.025 -3.040
```

Summary:
maximum force = 4.199 eV Å⁻¹
orbital gap = 8.952 eV
E_tot = -12519.875 eV
HOMO energy = -13.01 eV
ΔE to the lowest compared entry with this formula, charge and spin = 110.5 kcal/mol
M = 143.210 g/mol
net charge = +1

Results of the natural (NBO) charge analysis, in e, for atoms 1 through 5: C -0.49; C -0.20; C -0.05; C 0.49; C -0.62


Formula: C29H40N2NiO6Si
Source: the Open Molecules 2025 dataset
Level of theory: ωB97M-V/def2-TZVPD

```
79
Properties=species:S:1:pos:R:3
Ni -1.735 -0.559 1.962
C -4.050 -2.258 0.569
O -2.834 -2.375 1.306
C -1.849 -3.200 0.799
C -2.099 -4.272 -0.040
C -1.057 -5.091 -0.453
C 0.239 -4.851 -0.028
C 0.496 -3.787 0.815
C -0.533 -2.938 1.215
N -0.328 -1.832 2.049
N 0.863 -1.483 2.300
C 1.157 -0.489 3.154
C 0.156 0.310 3.816
O -1.101 0.135 3.637
C 0.596 1.327 4.718
C 1.911 1.575 4.922
C 2.927 0.870 4.207
C 4.287 1.195 4.360
C 5.253 0.526 3.653
C 4.883 -0.503 2.778
C 3.562 -0.851 2.627
C 2.554 -0.168 3.328
H -4.514 -3.231 0.416
H -3.858 -1.768 -0.386
H -4.708 -1.638 1.172
H -3.098 -4.482 -0.394
H -1.268 -5.925 -1.109
H 1.050 -5.483 -0.364
H 1.493 -3.564 1.165
H -0.172 1.871 5.251
H 2.216 2.327 5.640
H 4.555 1.989 5.047
H 6.297 0.783 3.778
H 5.648 -1.032 2.223
H 3.272 -1.644 1.954
C 1.158 2.649 0.572
C -0.186 3.055 -0.034
C -1.244 3.144 1.067
C -0.060 4.407 -0.729
O -0.580 2.127 -1.046
Si -0.858 0.494 -1.017
O -1.795 -0.013 0.168
O -1.535 0.180 -2.473
C -2.661 0.760 -3.124
C -3.215 -0.306 -4.067
C -2.190 1.982 -3.914
C -3.734 1.172 -2.114
O 0.544 -0.363 -0.972
C 1.503 -0.595 -2.012
C 1.772 0.683 -2.811
C 1.002 -1.699 -2.948
C 2.790 -1.041 -1.326
H 1.412 3.301 1.410
H 1.956 2.708 -0.170
H 1.098 1.619 0.923
H -0.979 3.902 1.806
H -1.331 2.183 1.563
H -2.217 3.382 0.634
H 0.259 5.171 -0.018
H -1.020 4.700 -1.158
H 0.673 4.347 -1.534
H -2.465 -0.581 -4.810
H -4.104 0.063 -4.579
H -3.476 -1.200 -3.498
H -1.452 1.683 -4.660
H -1.722 2.689 -3.229
H -3.030 2.463 -4.417
H -3.927 0.345 -1.429
H -4.656 1.447 -2.626
H -3.380 2.019 -1.523
H 0.851 1.019 -3.288
H 2.527 0.497 -3.574
H 2.121 1.472 -2.143
H 0.037 -1.412 -3.354
H 0.880 -2.633 -2.394
H 1.712 -1.855 -3.762
H 3.107 -0.279 -0.612
H 3.577 -1.190 -2.067
H 2.627 -1.980 -0.796
```

Summary:
maximum force = 1.324 eV Å⁻¹
spin multiplicity = 3
orbital gap (spin up / spin down) = 6.810 / 6.799 eV
E_tot = -94913.993 eV
HOMO energy (spin up / spin down) = -7.71 / -7.75 eV
M = 599.426 g/mol

Results of the natural (NBO) charge analysis, in e, for atoms 1 through 5: Ni 1.46; C -0.25; O -0.55; C 0.28; C -0.27


Formula: C3H8N3S
Source: the Open Molecules 2025 dataset
Level of theory: ωB97M-V/def2-TZVPD

```
15
Properties=species:S:1:pos:R:3
C -0.562 1.979 -0.434
C 0.847 0.140 0.320
C 1.737 -1.085 0.401
N -0.827 1.515 0.846
N 0.003 0.671 1.272
N -1.240 -1.229 -0.284
S 0.926 1.144 -1.091
H -1.389 1.637 -1.226
H -0.507 3.143 -0.439
H 1.457 -1.503 1.377
H 2.762 -0.554 0.514
H 1.462 -1.684 -0.407
H -1.620 -0.761 -1.054
H -1.851 -1.122 0.589
H -1.196 -2.291 -0.385
```

Summary:
maximum force = 5.070 eV Å⁻¹
orbital gap = 8.187 eV
E_tot = -18536.341 eV
HOMO energy = -14.72 eV
ΔE to the lowest compared entry with this formula, charge and spin = 73.0 kcal/mol
M = 118.185 g/mol
net charge = +1

Results of the natural (NBO) charge analysis, in e, for atoms 1 through 5: C -0.48; C 0.26; C -0.68; N 0.01; N -0.19


- The highest E_tot belongs to which entry?
  C2H3N3